Entry 1:
Here is a single C5H5NS molecule in a non-equilibrium geometry from the Open Molecules 2025 dataset. Energies are from ωB97M-V/def2-TZVPD.

## Properties
- Multiplicity: 1
- Lowest unoccupied orbital energy: -1.571 eV
- SMILES: CC1=CC(=S)N=C1
- Energy relative to the best compared isomer or geometry (same formula, charge and spin): 0.927 eV
- Orbital gap: 7.5048 eV
- HOMO energy: -0.3335 hartree

Geometry (Å):
C (-2.8846, -0.5818, -0.0022)
C (-1.4452, -0.1715, 0.0005)
C (-0.3221, -0.9139, 0.0032)
C (0.8247, 0.0353, -0.0055)
S (2.3901, -0.3297, 0.0023)
N (0.3121, 1.3724, -0.0012)
C (-0.9714, 1.2357, -0.0023)
H (-3.3998, -0.1797, 0.8773)
H (-2.9823, -1.6738, -0.0108)
H (-3.3808, -0.1833, -0.8424)
H (-0.2448, -2.0073, -0.0172)
H (-1.6265, 2.0897, 0.0017)

Entry 2:
Here is 2 unconnected molecules or ions with the total composition C5H5NS2 in a non-equilibrium geometry from the Open Molecules 2025 dataset. Energies are from ωB97M-V/def2-TZVPD.

## Properties
- Multiplicity: 1
- Lowest unoccupied orbital energy: 0.618 eV
- SMILES: C#Cc1cscn1.S
- Energy relative to the best compared isomer or geometry (same formula, charge and spin): 1.696 eV
- Orbital gap: 9.6062 eV
- HOMO energy: -0.3303 hartree

Geometry (Å):
C (-0.9942, -1.1911, -0.4412)
C (-0.8436, -0.0946, 0.0250)
C (-0.7078, 1.2000, 0.5686)
C (-0.1832, 2.2728, -0.1074)
S (-0.2185, 3.6758, 0.8785)
C (-0.9364, 2.7040, 2.1342)
N (-1.1240, 1.4775, 1.8346)
H (-1.1039, -2.1488, -0.8536)
H (0.2029, 2.3066, -1.1057)
H (-1.1921, 3.1389, 3.0788)
S (2.3825, -1.6610, -0.2147)
H (1.7053, -1.0410, -1.1717)
H (1.4606, -2.6069, -0.0979)

Entry 3:
Here is a molecular structure, C5H5O5Pb in a non-equilibrium geometry from the Open Molecules 2025 dataset. Energies are from ωB97M-V/def2-TZVPD.

## Properties
- Multiplicity: 2
- Lowest unoccupied orbital energy (alpha / beta): 0.048 / -0.115 eV
- Energy relative to the best compared isomer or geometry (same formula, charge and spin): 0.000 eV
- Orbital gap (alpha / beta): 6.9492 / 7.5967 eV
- HOMO energy (alpha / beta): -0.2536 / -0.2834 hartree

Geometry (Å):
O (2.7751, -0.2635, 0.5363)
C (3.7978, -0.4970, 0.0271)
O (4.8306, -0.6884, -0.4390)
O (0.4022, 1.4781, 2.1427)
C (-0.2866, 2.2435, 1.3910)
C (-0.7683, 2.0085, 0.1590)
O (-0.4682, 0.7220, -0.3520)
C (-1.5829, -0.1488, -0.6192)
C (-1.0420, -1.5750, -0.5823)
O (-0.3260, -1.8162, 0.5857)
Pb (0.6524, -0.2830, 1.2375)
H (-1.3023, 2.6946, -0.4951)
H (-2.0262, 0.1070, -1.5932)
H (-2.3361, -0.0004, 0.1720)
H (-0.4097, -1.7272, -1.4821)
H (-1.9098, -2.2541, -0.6885)

Entry 4:
Here is a single C5H5OP molecule in a non-equilibrium geometry from the Open Molecules 2025 dataset. Energies are from ωB97M-V/def2-TZVPD.

## Properties
- Multiplicity: 1
- Lowest unoccupied orbital energy: 0.577 eV
- SMILES: Cp1cc2c(c1)O2
- Energy relative to the best compared isomer or geometry (same formula, charge and spin): 3.247 eV
- Orbital gap: 9.0088 eV
- HOMO energy: -0.3099 hartree

Geometry (Å):
C (0.7531, -0.5526, 0.2892)
P (-0.5066, -0.1343, -1.0974)
C (-0.0729, 1.6772, -1.1388)
C (-1.0985, 2.3760, -0.6755)
C (-2.3655, 1.6947, -0.2808)
C (-2.1682, 0.2456, -0.4105)
O (-2.2199, 3.0776, -0.2505)
H (0.4773, -0.0636, 1.2052)
H (1.6590, -0.1945, -0.0805)
H (0.9517, -1.6681, 0.4196)
H (0.7878, 1.9457, -1.6721)
H (-3.0123, -0.4660, -0.1542)

Entry 5:
Here is a single C5H5P molecule in a non-equilibrium geometry from the Open Molecules 2025 dataset. Energies are from ωB97M-V/def2-TZVPD.

## Properties
- Multiplicity: 1
- Lowest unoccupied orbital energy: -0.666 eV
- SMILES: C=C1C=CC=P1
- Energy relative to the best compared isomer or geometry (same formula, charge and spin): 0.137 eV
- Orbital gap: 7.7189 eV
- HOMO energy: -0.3082 hartree

Geometry (Å):
C (-0.8698, -1.7441, 0.5047)
C (-0.5979, -0.4524, 0.3203)
C (0.4787, 0.0553, -0.4479)
C (0.7144, 1.3366, -0.2319)
C (-0.1968, 1.9745, 0.6290)
P (-1.2992, 0.9162, 1.3614)
H (-1.7910, -1.8042, 1.0173)
H (-0.5235, -2.5199, -0.2492)
H (1.1777, -0.4546, -1.0402)
H (1.4929, 1.7579, -0.7391)
H (-0.1208, 3.1007, 0.9210)

Entry 6:
Here is a single C5H5PS molecule in a non-equilibrium geometry from the Open Molecules 2025 dataset. Energies are from ωB97M-V/def2-TZVPD.

## Properties
- Multiplicity: 1
- Lowest unoccupied orbital energy (alpha / beta): -1.260 / -0.915 eV
- Energy relative to the best compared isomer or geometry (same formula, charge and spin): 5.778 eV
- Orbital gap (alpha / beta): 6.3649 / 6.9816 eV
- HOMO energy (alpha / beta): -0.2802 / -0.2902 hartree

Geometry (Å):
C (-0.3489, 1.0900, 1.9496)
C (-1.3758, 0.1039, 1.8869)
C (-0.8917, -1.3492, -0.6019)
C (0.7802, 1.4263, 1.2126)
C (1.1446, 0.1425, -2.1160)
P (0.3399, 0.0784, -0.5662)
S (-1.5289, -1.3971, 1.0454)
H (-0.4043, 1.7995, 2.8954)
H (-1.9548, -0.0099, 2.7376)
H (-0.6696, -2.3127, -1.1264)
H (0.8982, -0.5083, -2.9669)
H (1.8466, 0.9469, -2.3211)

Entry 7:
Here is a molecular structure, C5H5S2 in a non-equilibrium geometry from the Open Molecules 2025 dataset. Energies are from ωB97M-V/def2-TZVPD.

## Properties
- Net charge: -1
- Multiplicity: 1
- Lowest unoccupied orbital energy (alpha / beta): 3.604 / 3.604 eV
- Energy relative to the best compared isomer or geometry (same formula, charge and spin): 1.739 eV
- Orbital gap (alpha / beta): 5.4216 / 5.4207 eV
- HOMO energy (alpha / beta): -0.0668 / -0.0668 hartree

Geometry (Å):
C (-0.2266, -1.2243, 0.1496)
C (0.6704, -1.6121, 1.1425)
C (-0.2780, 0.0467, -0.2836)
C (1.1268, 0.9436, 0.9024)
C (-0.9464, 0.8904, -1.2816)
S (1.4808, 2.5362, 0.8461)
S (1.6639, -0.3622, 1.8157)
H (-0.8778, -1.9931, -0.2637)
H (0.7461, -2.5749, 1.6105)
H (-1.5727, 0.2792, -1.9387)
H (-1.5750, 1.6472, -0.8026)
H (-0.2116, 1.4233, -1.8966)

Entry 8:
Here is a single C5H6 molecule from the Open Molecules 2025 dataset. Energies are from ωB97M-V/def2-TZVPD.

## Properties
- Multiplicity: 1
- Lowest unoccupied orbital energy: 1.220 eV
- SMILES: C#CC1CC1
- Energy relative to the best compared isomer or geometry (same formula, charge and spin): 1.726 eV
- Orbital gap: 10.6489 eV
- HOMO energy: -0.3465 hartree

Geometry (Å):
C (2.4736, 0.2567, 0.0110)
C (1.3019, 0.3401, -0.2561)
C (-0.1268, 0.4761, -0.4241)
C (-1.0303, -0.7331, -0.4781)
C (-0.9646, 0.0858, 0.7706)
H (3.5005, 0.2019, 0.2938)
H (-0.4505, 1.3419, -0.9949)
H (-1.9238, -0.6483, -1.0908)
H (-0.5707, -1.7158, -0.4803)
H (-1.8022, 0.7192, 1.0426)
H (-0.4070, -0.3245, 1.6063)

Entry 9:
Here is a single C5H6 molecule in a non-equilibrium geometry from the Open Molecules 2025 dataset. Energies are from ωB97M-V/def2-TZVPD.

## Properties
- Multiplicity: 1
- Lowest unoccupied orbital energy: 0.962 eV
- SMILES: C=C1C=C1C
- Energy relative to the best compared isomer or geometry (same formula, charge and spin): 2.738 eV
- Orbital gap: 8.9590 eV
- HOMO energy: -0.2939 hartree

Geometry (Å):
C (-0.2248, 1.4781, -1.6254)
C (-0.2965, 0.3924, -0.9121)
C (-0.7044, -0.9558, -0.5756)
C (0.0809, -0.3557, 0.3058)
C (0.5634, -0.5873, 1.6700)
H (0.1472, 2.5008, -1.3480)
H (-0.5229, 1.5139, -2.6999)
H (-1.0695, -1.9040, -0.8812)
H (0.8567, 0.3219, 2.2960)
H (1.3606, -1.2432, 1.6630)
H (-0.1907, -1.1610, 2.1074)

Entry 10:
Here is a single C5H6 molecule in a non-equilibrium geometry from the Open Molecules 2025 dataset. Energies are from ωB97M-V/def2-TZVPD.

## Properties
- Multiplicity: 1
- Lowest unoccupied orbital energy: 1.154 eV
- SMILES: C#C/C=C/C
- Energy relative to the best compared isomer or geometry (same formula, charge and spin): 1.588 eV
- Orbital gap: 10.1062 eV
- HOMO energy: -0.3290 hartree

Geometry (Å):
C (-1.7220, -1.9782, -0.3501)
C (-0.8262, -1.1867, -0.2786)
C (0.2651, -0.2546, -0.2508)
C (0.2238, 0.9401, 0.3785)
C (1.4943, 1.8082, 0.3819)
H (-2.4737, -2.6675, -0.6206)
H (1.1898, -0.6028, -0.8292)
H (-0.6756, 1.2439, 0.8693)
H (2.2299, 1.3488, -0.2330)
H (1.2231, 2.8519, 0.1186)
H (1.8968, 1.8526, 1.4102)